one) {
  "formula": "CH7N2O",
  "method": "ωB97M-V/def2-TZVPD",
  "homo_energy_ha": -0.070,
  "total_charge": -1,
  "e_lumo_ev": 4.98,
  "species": ["O", "H", "N", "C", "N", "H", "H", "H", "H", "H", "H"],
  "coordinates": [[0.61, -1.33, -2.60], [0.22, -2.02, -2.02], [-0.96, 0.37, 1.91], [0.30, 0.77, 1.10], [0.10, 0.46, -0.24], [-1.24, -0.51, 1.47], [-0.89, 0.44, 2.91], [0.48, 1.80, 1.48], [1.07, 0.09, 1.54], [0.71, -0.48, -2.17], [-0.69, 0.96, -0.65]],
  "nbo_charge": [-1.014, 0.471, -0.966, -0.027, -1.135, 0.348, 0.317, 0.083, 0.111, 0.520, 0.293]
}

two) {
  "formula": "CH7N2O",
  "method": "ωB97M-V/def2-TZVPD",
  "homo_energy_ha": -0.094,
  "total_charge": -1,
  "e_lumo_ev": 4.35,
  "species": ["N", "H", "H", "H", "N", "C", "O", "H", "H", "H", "H"],
  "coordinates": [[1.28, -2.04, 0.05], [0.76, -2.87, -0.21], [0.69, -1.21, 0.09], [1.93, -1.87, -0.70], [0.25, 1.15, 0.47], [-1.23, 0.94, 0.06], [-1.72, 1.86, -0.72], [0.69, 1.18, -0.45], [0.25, 2.14, 0.71], [-1.19, -0.09, -0.39], [-1.70, 0.82, 1.08]],
  "nbo_charge": [-1.089, 0.339, 0.398, 0.339, -0.940, 0.149, -0.931, 0.319, 0.333, 0.035, 0.048]
}

Energies relative to the most stable structure, in eV: one) 0.834; two) 0.000.

one) {
  "formula": "C14H20N2O4S",
  "method": "ωB97M-V/def2-TZVPD",
  "homo_energy_ha": -0.305,
  "total_charge": 0,
  "e_lumo_ev": 0.18,
  "species": ["C", "C", "C", "C", "C", "C", "C", "C", "C", "C", "C", "C", "C", "C", "H", "H", "H", "H", "H", "H", "H", "H", "H", "H", "H", "H", "H", "H", "H", "H", "H", "H", "H", "H", "N", "N", "O", "O", "O", "O", "S"],
  "coordinates": [[-1.95, 0.09, -1.16], [-1.68, 1.57, -0.59], [-3.31, -0.03, -1.78], [-4.52, -0.75, -1.05], [-6.31, -1.80, 0.74], [0.62, 0.94, 0.01], [0.37, 0.27, 1.35], [2.05, 1.54, 0.02], [3.06, 0.54, -0.15], [3.92, 0.51, 0.93], [3.64, -0.07, -1.37], [5.18, -0.17, 0.98], [4.70, -0.92, -1.41], [5.60, -0.87, -0.23], [-2.31, -0.89, 0.69], [-0.76, -1.37, -0.12], [-1.26, -0.21, -2.01], [-3.64, 0.87, -1.98], [-3.37, -0.69, -2.68], [-5.35, -0.54, -1.78], [-4.13, -1.86, -1.15], [-7.33, -1.31, 1.46], [-6.64, -2.02, -0.54], [-5.87, -2.78, 1.29], [-0.31, 2.63, 0.61], [0.47, 0.26, -0.94], [2.37, 1.97, 0.94], [1.77, 2.25, -0.83], [3.76, 1.11, 1.95], [3.19, 0.06, -2.34], [5.90, 0.10, 1.84], [5.03, -1.62, -2.28], [7.04, -1.73, 0.72], [0.95, -1.24, 0.11], [-1.82, -0.97, -0.20], [-0.45, 1.90, -0.18], [-2.70, 2.29, -0.49], [-0.13, 0.70, 2.30], [6.75, -1.55, -0.33], [0.75, -1.13, 1.21], [-4.96, -0.44, 0.66]],
  "nbo_charge": [-0.147, 0.663, -0.378, -0.560, -0.777, -0.156, 0.804, -0.431, -0.130, -0.142, -0.173, -0.346, -0.279, 0.345, 0.400, 0.366, 0.202, 0.218, 0.206, 0.217, 0.217, 0.242, 0.239, 0.232, 0.416, 0.221, 0.237, 0.241, 0.212, 0.212, 0.228, 0.245, 0.490, 0.477, -0.871, -0.627, -0.606, -0.521, -0.649, -0.717, 0.179]
}

two) {
  "formula": "C14H20N2O4S",
  "method": "ωB97M-V/def2-TZVPD",
  "homo_energy_ha": -0.333,
  "smiles": "Cc1ccccc1N(CC(=O)N1CCOCC1)S(C)(=O)=O",
  "total_charge": 0,
  "e_lumo_ev": 0.69,
  "species": ["C", "C", "C", "C", "C", "C", "C", "N", "S", "O", "O", "C", "H", "H", "H", "C", "C", "O", "N", "C", "H", "C", "O", "C", "C", "H", "H", "H", "H", "H", "H", "H", "H", "H", "H", "H", "H", "H", "H", "H", "H"],
  "coordinates": [[0.92, 0.64, 2.10], [0.78, 1.50, 0.89], [0.37, 2.82, 0.99], [0.24, 3.62, -0.13], [0.55, 3.12, -1.38], [0.97, 1.81, -1.50], [1.09, 0.99, -0.38], [1.51, -0.35, -0.50], [3.09, -0.74, -0.08], [3.65, 0.39, 0.60], [3.76, -1.23, -1.25], [2.90, -2.11, 1.08], [2.86, -1.71, 2.08], [3.76, -2.75, 0.95], [1.99, -2.65, 0.83], [0.87, -1.25, -1.42], [-0.26, -1.94, -0.65], [0.00, -2.89, 0.07], [-1.51, -1.44, -0.73], [-1.97, -0.26, -1.44], [-1.16, 0.23, -1.97], [-2.57, 0.73, -0.43], [-3.60, 0.14, 0.32], [-3.12, -0.98, 1.03], [-2.57, -2.03, 0.07], [-2.15, -2.88, 0.61], [-3.36, -2.37, -0.60], [-3.97, -1.38, 1.58], [-2.33, -0.68, 1.73], [-3.02, 1.57, -0.96], [-1.77, 1.10, 0.23], [-2.74, -0.57, -2.15], [0.54, -0.76, -2.33], [1.61, -2.01, -1.69], [1.25, 1.41, -2.47], [0.47, 3.74, -2.26], [-0.09, 4.65, -0.02], [0.13, 3.22, 1.97], [0.59, -0.38, 1.89], [1.96, 0.61, 2.40], [0.33, 1.04, 2.93]],
  "nbo_charge": [-0.653, -0.014, -0.203, -0.202, -0.216, -0.249, 0.209, -0.735, 2.315, -0.938, -0.944, -0.885, 0.242, 0.250, 0.283, -0.309, 0.681, -0.656, -0.428, -0.247, 0.222, -0.081, -0.520, -0.076, -0.260, 0.254, 0.198, 0.200, 0.167, 0.200, 0.177, 0.199, 0.208, 0.261, 0.219, 0.218, 0.217, 0.213, 0.224, 0.242, 0.219]
}

Energies relative to the most stable structure, in eV: one) 6.365; two) 0.000.

one) {
  "formula": "C2H6NO4P",
  "method": "ωB97M-V/def2-TZVPD",
  "homo_energy_ha": -0.376,
  "smiles": "O=P1(NCCO)OO1",
  "total_charge": 0,
  "e_lumo_ev": 0.55,
  "species": ["C", "C", "N", "O", "O", "O", "O", "P", "H", "H", "H", "H", "H", "H"],
  "coordinates": [[-0.33, 0.27, -1.08], [-0.76, -1.18, -0.55], [0.94, 0.59, -0.46], [2.26, 0.64, 1.81], [-0.37, -1.44, 0.78], [-0.44, 1.08, 1.69], [0.23, 2.34, 1.37], [1.04, 0.99, 1.13], [-0.12, 0.13, -2.27], [-0.91, 1.05, -0.79], [-1.78, -1.26, -0.92], [-0.19, -2.05, -1.13], [1.59, -0.07, -0.86], [-1.16, -1.10, 1.27]],
  "nbo_charge": [-0.227, -0.102, -0.986, -1.019, -0.703, -0.548, -0.513, 2.432, 0.204, 0.206, 0.185, 0.173, 0.417, 0.481]
}

two) {
  "formula": "C2H6NO4P",
  "method": "ωB97M-V/def2-TZVPD",
  "homo_energy_ha": [-0.287, -0.364],
  "total_charge": 0,
  "e_lumo_ev": [-0.90, -0.54],
  "species": ["C", "C", "N", "O", "O", "O", "O", "P", "H", "H", "H", "H", "H", "H"],
  "coordinates": [[-0.84, 0.79, 0.51], [-0.33, 1.12, -0.95], [0.31, 0.40, 1.21], [2.93, -0.43, 0.37], [1.13, 0.99, -0.93], [-0.90, -2.31, 0.05], [-0.23, -1.91, -1.06], [1.50, -0.10, 0.14], [-1.23, 1.62, 0.89], [-1.54, 0.08, 0.31], [-0.57, 0.49, -1.76], [-0.35, 2.15, -1.40], [0.35, 0.00, 2.13], [-0.23, -2.88, 0.49]],
  "nbo_charge": [-0.244, -0.085, -0.935, -0.989, -0.794, -0.432, -0.353, 2.112, 0.201, 0.215, 0.220, 0.209, 0.424, 0.452]
}

Energies relative to the most stable structure, in eV: one) 0.000; two) 2.361.